Entry 1:
An isolated ion of composition C5H5O4P and charge -2 at a distorted geometry, computed with wB97M-V/def2-TZVPD.

Total charge: -2
Electronic energy in Eh: -835.7764
ΔE to the lowest compared entry with this formula, charge and spin in kcal per mole: 55.1
Structure (SMILES): CC1=P([O-])([O-])C(=O)C=CO1

Geometry (Å):
C  -1.897  0.463  0.033
C  -1.155  0.771  -1.089
C  -1.486  -0.358  1.116
C  0.939  -0.168  -0.599
C  2.197  0.491  -0.070
O  0.906  -1.938  1.474
O  -1.970  -0.337  2.264
O  -0.653  -2.344  -0.509
O  0.152  0.751  -1.311
P  -0.008  -1.353  0.432
H  -2.940  0.793  0.000
H  -1.671  1.260  -1.927
H  2.166  0.642  1.015
H  3.070  -0.137  -0.275
H  2.352  1.463  -0.554

Cartesian forces, eV/Å:
C -0.44 0.21 -0.70
C -0.01 1.03 -0.42
C 1.57 -0.35 0.07
C -0.53 -0.65 1.77
C -0.18 -0.25 -0.20
O 0.26 0.37 0.60
O -0.18 -0.08 -0.10
O -0.57 0.05 -0.20
O -1.08 0.09 -0.62
P 0.66 -0.64 -0.64
H 0.14 0.05 -0.01
H 0.15 -0.05 0.26
H 0.08 0.11 0.17
H 0.14 0.09 0.07
H 0.00 0.01 -0.04


Entry 2:
C3H5LuO5 as an isolated structure at a distorted geometry, computed with wB97M-V/def2-TZVPD.

2S+1: 2
Total charge: +1
Electronic energy in Eh: -1728.6706
ΔE to the lowest compared entry with this formula, charge and spin in kcal per mole: 53.4

Geometry (Å):
O  -0.366  -0.631  2.492
C  0.717  -0.499  1.747
C  1.319  0.971  1.446
O  1.932  0.993  0.227
H  -2.237  1.006  -2.681
H  0.957  -1.284  1.017
H  0.571  -0.484  3.218
H  2.021  1.185  2.275
H  0.468  1.673  1.540
Lu  0.925  0.206  -1.441
O  -0.484  -1.309  -2.093
C  -1.638  -0.884  -2.444
O  -2.391  -1.366  -3.268
O  -1.795  0.422  -2.034

Cartesian forces, eV/Å:
O 2.68 0.34 3.53
C 1.29 2.12 -3.30
C -0.92 -1.64 2.33
O -0.97 -0.79 -3.04
H -0.35 -0.81 0.27
H 0.18 -0.28 -0.05
H -3.82 -0.61 -1.02
H -0.06 0.22 -0.46
H 0.30 -0.14 -0.03
Lu -0.81 -0.35 1.34
O 2.35 0.17 1.81
C -1.76 -0.70 -4.33
O 0.78 0.54 1.97
O 1.11 1.93 0.99


Entry 3:
An isolated molecule of C11H17FO at a distorted geometry, computed with wB97M-V/def2-TZVPD.

Electronic energy in Eh: -604.3226
ΔE to the lowest compared entry with this formula, charge and spin in kcal per mole: 0.0
Structure (SMILES): CCC[C@@H](C)[C@]1(F)C=CC=C[C@@H]1O

Geometry (Å):
C  2.855  1.082  1.924
C  1.963  0.004  2.273
C  3.007  1.442  0.653
C  1.183  -0.711  1.474
C  2.417  0.675  -0.517
C  1.167  -0.467  0.024
C  -3.669  -1.674  -1.256
C  -0.645  1.274  0.646
C  -2.602  -0.547  -1.204
C  -1.503  -0.996  -0.264
C  -0.277  0.060  -0.335
O  2.079  1.505  -1.582
F  1.417  -1.558  -0.789
H  3.436  1.576  2.561
H  1.959  -0.003  3.311
H  3.732  2.266  0.314
H  0.525  -1.479  1.742
H  3.209  0.080  -0.908
H  -3.203  -2.550  -1.834
H  -4.048  -1.959  -0.254
H  -4.471  -1.211  -1.775
H  -0.531  1.041  1.785
H  -0.127  2.038  0.201
H  -1.788  1.397  0.669
H  -2.237  -0.344  -2.300
H  -3.150  0.348  -0.896
H  -1.794  -1.031  0.718
H  -1.146  -1.992  -0.627
H  -0.176  0.558  -1.337
H  2.416  1.176  -2.415

Cartesian forces, eV/Å:
C -1.58 -1.25 -4.56
C 0.07 0.33 0.08
C 0.84 1.05 -1.78
C 2.06 0.21 -0.75
C -1.62 -1.20 1.87
C 0.26 3.33 -2.21
C 1.49 -0.34 -0.44
C -2.88 -3.66 1.64
C -0.57 -0.73 -1.18
C 3.56 1.09 -3.73
C -0.53 0.62 0.95
O -1.04 0.98 0.06
F 0.06 -0.69 0.27
H 1.88 1.69 3.20
H -0.72 -1.13 2.01
H -1.13 -1.19 0.74
H -0.91 -0.91 1.03
H 0.67 -1.28 0.20
H -1.11 1.01 0.97
H 0.48 -0.04 -0.52
H -1.08 -0.31 -0.78
H 0.72 0.61 -2.20
H 1.02 2.63 0.00
H 1.62 0.30 -0.80
H -0.40 -0.42 2.09
H 0.48 0.18 0.19
H -0.99 -0.34 2.45
H -0.27 0.62 0.49
H -0.36 -0.87 0.67
H 0.00 -0.30 0.03


Entry 4:
A 2-piece molecular cluster, C4H12NOS overall, computed with wB97M-V/def2-TZVPD.

2S+1: 2
Electronic energy in Eh: -687.6883
ΔE to the lowest compared entry with this formula, charge and spin in kcal per mole: 29.8

Geometry (Å):
C  -1.893  -1.681  -0.662
C  -0.890  -1.801  0.488
S  0.821  -1.768  -0.163
C  1.536  -0.445  0.858
H  -2.898  -1.903  -0.318
H  -1.618  -2.395  -1.439
H  -1.858  -0.662  -1.040
H  -1.006  -2.713  1.074
H  -0.969  -0.939  1.143
H  0.924  0.451  0.773
H  1.580  -0.788  1.889
H  2.562  -0.306  0.518
N  0.867  3.170  -0.155
C  -0.532  2.762  -0.081
O  -0.695  1.445  0.013
H  1.339  2.585  -0.838
H  0.965  4.110  -0.527
H  -0.991  3.301  0.763
H  -1.107  3.110  -0.963

Cartesian forces, eV/Å:
C 0.44 -0.25 0.45
C 0.32 0.15 -0.30
S -0.03 0.23 0.02
C -0.07 -0.66 0.11
H -0.20 -0.03 0.02
H -0.17 0.13 -0.15
H -0.02 -0.06 -0.22
H -0.15 0.05 -0.05
H -0.11 0.00 0.20
H 0.37 -0.06 -0.01
H 0.00 0.10 0.13
H -0.11 0.20 -0.08
N 0.13 0.03 -0.43
C 0.83 0.50 0.07
O -0.57 0.11 -0.12
H 0.02 -0.20 0.11
H -0.16 0.10 0.25
H -0.24 -0.13 0.12
H -0.27 -0.22 -0.13